Here is 7 unconnected molecules or ions with the total composition C41H50F6I2O25S2 at a distorted geometry from the OMol25 dataset. Energies are from ωB97M-V/def2-TZVPD.

The value obtained for the total energy is -5464.28414 Ha. Its HOMO energy is -9.01 eV. The molar mass is 1374.756 g mol⁻¹. The value obtained for the largest force on an atom is 2.2 eV Å⁻¹. Its HOMO-LUMO gap is 8.95 eV. The SMILES is C[C@H](I)C[C@](CC=O)(O[C@H](C)[C@H](OCI)SCC(=O)OC[C@@H](C)OC(=O)CS)c1ccccc1.O=C1OC[C@@H](F)O1.O=C1OC[C@@H](F)O1.O=C1OC[C@@H](F)O1.O=C1OC[C@@H](F)O1.O=C1OC[C@@H](F)O1.O=C1OC[C@@H](F)O1.

Structure (XYZ):
```
126
Properties=species:S:1:pos:R:3:mulliken_charge:R:1
C -4.3411 -1.5013 4.6147 -1.19
C -3.4206 -0.8993 3.5140 -0.97
I -3.6203 1.2489 3.6325 0.05
C -3.7749 -1.4491 2.1092 -1.31
C -2.6438 -2.2766 1.4735 0.97
C -2.4480 -3.5190 2.3926 -1.12
C -3.5973 -4.5169 2.3028 -0.19
O -4.7157 -4.3369 2.7312 -0.47
O -1.3932 -1.5973 1.4944 -0.59
C -1.3353 -0.4886 0.5652 1.07
C -0.4234 -0.9648 -0.5792 -1.49
C -0.7155 0.6796 1.4008 -0.61
O -1.2410 1.9539 1.0873 -0.11
C -1.3735 2.2072 -0.2817 -0.69
I -1.6009 4.3304 -0.5736 0.00
S 1.1261 0.6556 1.4810 -0.26
C 1.7102 1.9155 0.2915 0.12
C 3.1965 2.1942 0.4609 -0.16
O 3.8773 2.4929 -0.4938 -0.60
O 3.6611 2.0446 1.7220 0.24
C 4.5474 3.1116 2.0985 -1.07
C 6.0208 2.5977 2.0946 0.54
C 6.7173 3.3439 3.2395 -1.45
O 6.0594 1.1957 2.3973 -0.23
C 6.6423 0.4470 1.4324 0.62
O 7.6143 0.7820 0.7921 -0.56
C 6.0533 -0.9486 1.2093 -0.74
S 4.2797 -0.9799 0.8094 -0.05
C -3.0177 -2.8458 0.0775 0.00
C -2.2672 -3.8724 -0.4622 0.43
C -2.5920 -4.3327 -1.7116 -1.24
C -3.6290 -3.7533 -2.3817 -0.47
C -4.3903 -2.7506 -1.8543 -1.77
C -4.0673 -2.2883 -0.5983 0.58
H -3.7684 -1.8119 5.4915 0.29
H -5.1081 -0.7909 4.9197 0.46
H -4.8659 -2.3904 4.2551 0.32
H -2.4035 -1.1586 3.7995 0.56
H -3.9815 -0.5767 1.4817 0.65
H -4.7183 -1.9868 2.1873 0.82
H -1.5385 -4.0572 2.1173 0.49
H -2.3305 -3.2452 3.4460 0.63
H -3.3732 -5.5068 1.8449 0.33
H -2.3230 -0.2394 0.1781 0.33
H -1.0479 -1.3896 -1.3727 0.31
H 0.1662 -0.1581 -1.0197 0.24
H 0.2405 -1.7513 -0.2354 0.40
H -1.0244 0.4754 2.4259 0.25
H -2.2939 1.7791 -0.6875 0.41
H -0.5556 1.8468 -0.9036 0.33
H 1.5384 1.5336 -0.7154 0.31
H 1.1289 2.8385 0.3886 0.20
H 4.2638 3.4196 3.1077 0.48
H 4.4713 3.9849 1.4497 0.37
H 6.4256 2.8562 1.1192 0.34
H 7.7893 3.1965 3.1909 0.37
H 6.2683 2.9359 4.1574 0.25
H 6.4069 4.3854 3.1633 0.42
H 6.5827 -1.4661 0.4162 0.33
H 6.2254 -1.4966 2.1413 0.35
H 3.7163 -1.1968 2.0139 0.13
H -1.4398 -4.2907 0.0924 0.13
H -2.0045 -5.1236 -2.1585 0.42
H -3.8646 -4.0991 -3.3845 0.55
H -5.2060 -2.3032 -2.4044 0.68
H -4.6709 -1.4759 -0.2183 0.47
O -0.4210 -3.0885 -3.5668 -0.46
C 0.5871 -3.3002 -2.9849 0.57
O 1.8304 -3.1691 -3.5156 -0.38
C 2.7753 -3.3874 -2.4617 -0.31
C 1.9720 -4.2112 -1.4877 0.25
F 2.3356 -3.9731 -0.2055 -0.25
O 0.6572 -3.7287 -1.6888 -0.06
H 3.0785 -2.4289 -2.0366 0.15
H 3.6569 -3.9077 -2.8284 0.33
H 1.9983 -5.2868 -1.6757 0.24
O -6.4628 -3.2387 -4.4887 -0.48
C -6.7103 -4.3276 -4.0873 0.67
O -6.9600 -5.3970 -4.8795 -0.35
C -7.0721 -6.5428 -4.0303 -0.45
C -7.4415 -5.9173 -2.7096 0.27
F -6.9464 -6.6260 -1.6684 -0.28
O -6.7848 -4.6610 -2.7692 -0.18
H -6.1123 -7.0594 -3.9860 0.29
H -7.8286 -7.2309 -4.3992 0.29
H -8.5122 -5.7613 -2.5657 0.26
O 3.7426 3.8572 8.1920 -0.50
C 4.1052 2.8235 7.7505 0.59
O 4.3483 2.5889 6.4323 -0.26
C 4.8971 1.2739 6.3254 -0.43
C 4.3924 0.6147 7.5831 0.33
F 5.2696 -0.3083 8.0501 -0.29
O 4.3313 1.6971 8.4929 -0.31
H 5.9866 1.3353 6.2987 0.30
H 4.5496 0.7775 5.4214 0.26
H 3.4043 0.1600 7.4907 0.29
O -1.3464 7.1010 -2.8990 -0.48
C -0.5717 6.5667 -3.6156 0.61
O 0.7471 6.8808 -3.6919 -0.31
C 1.3639 5.9291 -4.5626 -0.35
C 0.1944 5.4539 -5.3887 0.30
F 0.3378 4.1568 -5.7581 -0.28
O -0.8863 5.5591 -4.4817 -0.26
H 1.8020 5.1236 -3.9709 0.24
H 2.1437 6.3944 -5.1609 0.27
H -0.0116 6.0606 -6.2726 0.27
O 11.1146 6.9874 -0.7554 -0.48
C 10.3752 6.1184 -0.4489 0.54
O 10.3301 4.8965 -1.0410 -0.34
C 9.4085 4.0907 -0.3010 -0.33
C 8.5436 5.1348 0.3596 0.32
F 8.0941 4.7131 1.5727 -0.24
O 9.4407 6.2098 0.5474 -0.31
H 9.9526 3.4873 0.4271 0.26
H 8.8484 3.4302 -0.9586 0.29
H 7.6968 5.4678 -0.2441 0.30
O -10.2744 0.9539 -2.1423 -0.50
C -9.8548 0.4268 -3.1139 0.62
O -8.5436 0.1583 -3.3419 -0.30
C -8.4636 -0.6032 -4.5514 -0.11
C -9.7452 -0.2231 -5.2471 0.31
F -10.2293 -1.2455 -5.9971 -0.28
O -10.6263 0.0105 -4.1644 -0.32
H -8.4220 -1.6647 -4.3102 0.00
H -7.5776 -0.3385 -5.1228 0.28
H -9.6780 0.6758 -5.8628 0.27
```


Here is 2 unconnected molecules or ions with the total composition C6H12O from the OMol25 dataset. Energies are from ωB97M-V/def2-TZVPD.

The value obtained for the total energy is -311.01384 Ha. Its HOMO energy is -9.37 eV. The molar mass is 100.161 g mol⁻¹. The value obtained for the largest force on an atom is 0.6 eV Å⁻¹. Its HOMO-LUMO gap is 10.37 eV. The SMILES is C/C=C/CC=O.C.

Structure (XYZ):
```
19
Properties=species:S:1:pos:R:3:mulliken_charge:R:1
C -1.7180 1.8417 -0.6961 -1.18
C -0.4005 1.1842 -0.4202 0.05
C 0.3094 0.4841 -1.2983 -0.29
C 1.6063 -0.2070 -0.9660 -0.55
C 1.4265 -1.7073 -1.0222 0.04
O 1.5817 -2.4565 -0.0869 -0.47
H -2.4813 1.4968 0.0106 0.28
H -2.0687 1.6231 -1.7078 0.31
H -1.6487 2.9294 -0.5855 0.29
H -0.0115 1.2925 0.5920 0.28
H -0.0714 0.3606 -2.3132 0.26
H 2.3827 0.0734 -1.6920 0.35
H 1.9535 0.0614 0.0353 0.30
H 1.1196 -2.1109 -2.0094 0.32
C -0.3895 -0.9577 2.4287 -0.89
H -0.5551 -1.6249 3.2793 0.33
H -0.0621 0.0212 2.7908 0.24
H -1.3213 -0.8468 1.8676 0.21
H 0.3762 -1.3831 1.7727 0.12
```


Here is a molecular structure, C51H37Cl3CsF6GeN11O2 at a distorted geometry from the OMol25 dataset. Energies are from ωB97M-V/def2-TZVPD.

The value obtained for the total energy is -6795.64277 Ha. Its HOMO energy (spin up / spin down) is -2.82 / -5.68 eV. Its total charge is -1. Its spin multiplicity is 2. The molar mass is 1261.794 g mol⁻¹. The value obtained for the largest force on an atom is 1.1 eV Å⁻¹. Its HOMO-LUMO gap (spin up / spin down) is 4.69 / 7.54 eV.

Structure (XYZ):
```
112
Properties=species:S:1:pos:R:3:mulliken_spin:R:1
Cs -0.8160 0.0673 -1.0426 0.00
C 4.8247 -4.7627 4.4872 0.00
N 4.8361 -5.5907 3.2996 0.00
C 3.8224 -6.1482 2.6174 0.00
N 4.2776 -6.7984 1.5687 0.00
C 5.6150 -6.5933 1.6520 0.00
N 6.0040 -5.8712 2.6807 0.00
C 4.6138 -3.2900 4.2129 0.00
C 4.0479 -2.4868 5.1993 0.00
C 3.8711 -1.1290 4.9854 0.00
C 4.2398 -0.5592 3.7771 0.00
C 4.7977 -1.3612 2.7885 0.00
C 4.9919 -2.7229 3.0080 0.00
C 5.1529 -0.8062 1.4848 0.00
N 5.5886 -1.4376 0.4503 0.00
N 5.7076 -0.4960 -0.5605 0.00
C 5.3475 0.6307 -0.0554 0.00
O 4.9875 0.5178 1.2502 0.00
C 5.1915 1.9265 -0.7197 0.00
C 5.6325 3.0995 -0.1199 0.00
C 5.3852 4.3142 -0.7384 0.00
C 4.6603 4.3602 -1.9179 0.00
C 4.1962 3.1907 -2.5083 0.00
C 3.3060 3.2731 -3.7237 0.00
N 2.4798 2.0961 -3.8808 0.00
C 1.4918 1.6474 -3.0899 0.00
N 1.1340 0.4331 -3.4656 0.00
C 1.9555 0.1867 -4.5183 0.00
N 2.7875 1.1610 -4.8087 0.00
C 4.4928 1.9724 -1.9203 0.00
H 5.7917 -4.9245 4.9638 0.00
H 4.0518 -5.1290 5.1637 0.00
H 2.7893 -6.0545 2.9131 0.00
H 6.3200 -6.9870 0.9386 0.00
H 3.7330 -2.9304 6.1374 0.00
H 3.4198 -0.5145 5.7535 0.00
H 4.0662 0.4913 3.5879 0.00
H 5.4246 -3.3275 2.2213 0.00
H 6.1550 3.0593 0.8270 0.00
H 5.7236 5.2334 -0.2781 0.00
H 4.4081 5.3191 -2.3571 0.00
H 3.9046 3.3509 -4.6307 0.00
H 2.6565 4.1460 -3.6559 0.00
H 1.0651 2.2013 -2.2561 0.00
H 1.9352 -0.7299 -5.0850 0.00
H 4.1359 1.0449 -2.3504 0.00
C 0.3881 -1.6250 4.3910 0.09
C 0.0699 -0.2970 4.6836 -0.06
C -1.0602 0.2930 4.1623 0.07
C -1.9045 -0.4415 3.3149 -0.10
C -1.5967 -1.7867 3.0528 0.11
C -0.4547 -2.3712 3.5843 -0.05
C -3.0707 0.0994 2.6505 0.37
C -3.6081 1.3596 2.8979 -0.14
C -4.7194 1.7960 2.2285 0.36
C -5.3407 0.9361 1.2636 -0.07
C -6.5049 1.3122 0.5837 0.05
C -7.1162 0.4667 -0.3215 0.00
C -6.5516 -0.7796 -0.5679 0.05
C -5.4033 -1.1800 0.0934 -0.01
C -4.7742 -0.3418 1.0224 0.07
N -3.6416 -0.7463 1.7157 0.17
H 1.2974 -2.0580 4.7890 0.02
H 0.7297 0.2858 5.3150 0.00
H -1.2661 1.3313 4.3823 0.01
H -0.2426 -3.4073 3.3539 0.00
H -3.1366 1.9886 3.6392 -0.01
H -5.1531 2.7674 2.4294 0.03
H -6.9253 2.2901 0.7958 0.00
H -8.0178 0.7732 -0.8370 0.01
H -7.0138 -1.4584 -1.2752 0.00
H -5.0017 -2.1597 -0.1065 -0.01
C -5.2239 2.4513 -2.8671 0.00
C -4.0600 1.9401 -2.2698 -0.01
N -3.4728 0.8335 -2.6593 0.00
C -4.0289 0.1310 -3.6656 -0.01
C -5.1956 0.5518 -4.3229 0.01
C -5.7862 1.7551 -3.8994 0.00
C -5.7476 -0.2351 -5.3886 0.00
C -5.1611 -1.3851 -5.7748 0.00
C -3.9678 -1.8523 -5.1288 0.00
C -3.3389 -3.0540 -5.4964 0.00
C -2.2125 -3.4557 -4.8311 0.00
C -1.7224 -2.6400 -3.7992 0.00
N -2.2828 -1.5099 -3.4390 0.00
C -3.3938 -1.1087 -4.0836 0.00
H -5.6603 3.3681 -2.4954 0.00
H -3.5903 2.4705 -1.4466 0.01
H -6.6884 2.1052 -4.3881 0.00
H -6.6503 0.1171 -5.8742 0.00
H -5.5798 -1.9801 -6.5779 0.00
H -3.7592 -3.6511 -6.2975 0.00
H -1.7084 -4.3803 -5.0769 0.00
H -0.8442 -2.9424 -3.2368 0.00
Cl -2.3766 -2.6823 -0.3042 0.01
Ge -2.8914 -2.5928 1.8729 0.02
Cl -2.0727 -4.7852 2.0740 0.00
Cl -4.8800 -3.3488 2.4445 0.01
C -1.0931 4.6340 0.1084 -0.01
C 0.0322 3.5953 0.2793 0.00
O -0.1984 2.4545 -0.3907 0.00
C 0.1772 3.2972 1.7955 0.00
F 1.1195 2.3806 2.0658 0.00
F 0.4782 4.3894 2.5444 0.00
F -0.9808 2.8205 2.2782 0.00
C 1.3520 4.2438 -0.2106 0.00
F 1.6610 5.4270 0.3634 0.00
F 2.4141 3.4448 -0.0362 0.00
F 1.2764 4.4933 -1.5438 0.00
H -2.0121 4.1885 0.4871 0.01
H -1.2109 4.8154 -0.9591 0.00
H -0.9045 5.5769 0.6239 0.00
```